[1]
Below is a 4-piece molecular cluster, C27H50ClN5O6 overall, with properties calculated with the ωB97M-V functional and the def2-TZVPD basis.

Summary:
Kohn-Sham gap, eV: 8.778
HOMO level, eV: -8.499
Total charge: 0
SMILES string: O=C(Cl)C[C@@H]1C(=O)NC[C@H]1CCC(=O)Nc1ccccc1.COC[C@@H](C)N.COC[C@@H](C)N.COC[C@@H](C)N

Element x y z (Å)
O  -1.885  1.276  4.280
C  -1.490  0.189  3.824
Cl  -2.367  -1.346  4.312
C  -0.226  0.054  2.816
C  0.053  1.455  2.099
C  0.755  1.294  0.650
O  0.320  0.463  -0.194
N  1.938  2.161  0.410
C  2.068  2.956  1.706
C  0.977  2.554  2.842
C  0.160  3.791  3.504
C  -0.621  4.656  2.397
C  -2.113  5.062  2.846
O  -2.260  5.311  4.080
N  -3.248  5.178  1.877
C  -3.985  3.884  2.064
C  -4.038  2.911  0.865
C  -4.780  1.540  1.075
C  -5.446  1.119  2.425
C  -5.391  2.136  3.597
C  -4.678  3.496  3.415
H  0.638  -0.327  3.467
H  -0.533  -0.763  2.066
H  -0.994  1.844  1.859
H  1.561  2.859  -0.252
H  2.053  4.032  1.318
H  3.175  2.841  2.017
H  1.658  2.053  3.619
H  -0.500  3.435  4.373
H  0.977  4.477  3.948
H  -0.597  4.077  1.413
H  -0.041  5.627  2.247
H  -2.832  5.141  0.922
H  -3.579  3.113  -0.156
H  -4.824  0.840  0.176
H  -5.980  0.114  2.545
H  -5.856  1.935  4.618
H  -4.634  4.240  4.281
C  2.944  -4.320  -1.591
O  4.245  -4.238  -1.032
C  4.774  -2.919  -0.959
C  4.309  -2.115  0.273
C  2.887  -1.577  0.145
N  4.409  -2.908  1.504
H  2.786  -3.580  -2.380
H  2.190  -4.209  -0.809
H  2.825  -5.316  -2.023
H  5.860  -3.043  -0.887
H  4.585  -2.372  -1.892
H  4.974  -1.249  0.369
H  2.130  -2.353  0.276
H  2.699  -0.818  0.909
H  2.731  -1.109  -0.831
H  5.380  -3.189  1.634
H  3.925  -3.791  1.337
C  -8.822  -0.355  0.810
O  -7.593  -0.308  0.103
C  -6.931  -1.563  -0.014
C  -7.442  -2.445  -1.171
C  -8.770  -3.133  -0.870
N  -7.575  -1.679  -2.417
H  -8.803  -1.087  1.622
H  -9.643  -0.569  0.123
H  -9.002  0.633  1.239
H  -5.881  -1.321  -0.215
H  -6.947  -2.102  0.942
H  -6.699  -3.235  -1.334
H  -9.619  -2.449  -0.921
H  -8.958  -3.929  -1.597
H  -8.758  -3.590  0.124
H  -6.663  -1.296  -2.664
H  -8.133  -0.852  -2.205
C  9.505  -0.532  -3.815
O  8.474  -1.182  -3.090
C  7.166  -0.679  -3.344
C  6.499  -1.260  -4.608
C  7.024  -0.653  -5.906
N  6.642  -2.720  -4.673
H  9.302  0.533  -3.955
H  9.654  -1.023  -4.779
H  10.433  -0.635  -3.247
H  6.564  -0.980  -2.480
H  7.166  0.418  -3.356
H  5.430  -1.024  -4.551
H  8.016  -1.024  -6.172
H  6.358  -0.902  -6.737
H  7.074  0.437  -5.837
H  6.208  -3.128  -3.846
H  7.633  -2.933  -4.553

Löwdin charges, unit e, in atom order:
1 O -0.01
2 C -0.68
3 Cl 0.57
4 C -0.10
5 C -0.16
6 C -0.34
7 O 0.02
8 N 0.04
9 C -0.16
10 C -0.21
11 C -0.14
12 C -0.10
13 C -0.34
14 O 0.03
15 N 0.06
16 C -0.20
17 C -0.02
18 C -0.05
19 C -0.06
20 C -0.06
21 C -0.01
22 H 0.14
23 H 0.13
24 H 0.14
25 H 0.12
26 H 0.11
27 H 0.12
28 H 0.14
29 H 0.12
30 H 0.12
31 H 0.11
32 H 0.12
33 H 0.11
34 H 0.09
35 H 0.07
36 H 0.09
37 H 0.09
38 H 0.10
39 C -0.10
40 O -0.19
41 C -0.21
42 C -0.42
43 C -0.07
44 N 0.04
45 H 0.09
46 H 0.07
47 H 0.09
48 H 0.12
49 H 0.10
50 H 0.13
51 H 0.07
52 H 0.06
53 H 0.08
54 H 0.07
55 H 0.07
56 C -0.10
57 O -0.21
58 C -0.21
59 C -0.43
60 C -0.07
61 N 0.04
62 H 0.09
63 H 0.07
64 H 0.09
65 H 0.11
66 H 0.12
67 H 0.14
68 H 0.06
69 H 0.08
70 H 0.08
71 H 0.07
72 H 0.07
73 C -0.11
74 O -0.19
75 C -0.20
76 C -0.43
77 C -0.07
78 N 0.04
79 H 0.09
80 H 0.07
81 H 0.09
82 H 0.10
83 H 0.12
84 H 0.13
85 H 0.06
86 H 0.08
87 H 0.08
88 H 0.06
89 H 0.07

---

[2]
Below is C27H50MnOP2 as an isolated structure, with properties calculated with the ωB97M-V functional and the def2-TZVPD basis.

Summary:
Spin multiplicity: 5
Kohn-Sham gap (spin up / spin down), eV: 5.975 / 4.027
HOMO level (spin up / spin down), eV: -9.158 / -9.158
Total charge: +1
Energy relative to the best compared isomer or geometry (same formula, charge and spin), kcal per mole: 109.28

Element x y z (Å)
Mn  -0.206  -0.041  0.225
C  0.395  1.907  1.083
C  0.393  0.796  2.018
C  1.991  0.385  0.358
C  1.430  1.675  0.119
C  1.413  -0.146  1.568
C  -0.314  3.198  1.297
H  -1.233  3.062  1.880
H  -0.577  3.643  0.327
H  0.323  3.912  1.846
C  2.034  2.673  -0.792
H  1.415  3.568  -0.887
H  2.201  2.246  -1.789
H  3.016  2.981  -0.400
C  3.232  -0.120  -0.291
H  4.129  0.415  0.065
H  3.177  0.021  -1.377
H  3.376  -1.186  -0.101
C  1.975  -1.273  2.359
H  2.757  -0.901  3.043
H  2.441  -2.023  1.702
H  1.218  -1.776  2.972
C  -0.301  0.767  3.327
H  0.327  1.204  4.122
H  -0.542  -0.264  3.618
H  -1.240  1.334  3.293
C  -1.792  0.108  -1.134
C  -2.237  0.670  0.088
C  -3.087  -0.034  1.106
C  -2.598  -1.478  1.389
C  -1.108  -1.628  1.216
C  -0.460  -2.052  -0.008
C  -1.236  -2.390  -1.257
C  -2.190  -1.248  -1.681
H  -4.152  -0.031  0.811
H  -3.177  -2.193  0.781
H  -3.045  0.556  2.041
H  -3.226  -1.490  -1.380
H  -1.480  0.943  -1.909
H  -2.336  1.757  0.105
H  -2.206  -1.198  -2.783
H  -0.536  -2.588  -2.084
H  0.497  -2.580  0.086
H  -1.812  -3.327  -1.139
H  -2.857  -1.703  2.435
H  -0.610  -1.905  2.149
P  -2.967  -6.168  -2.815
P  -1.135  -8.571  -2.451
C  -3.724  -7.831  -3.249
C  -2.627  -8.855  -3.548
H  -4.374  -7.683  -4.121
H  -4.351  -8.151  -2.404
H  -2.975  -9.884  -3.391
H  -2.279  -8.764  -4.589
C  -0.043  -9.827  -3.245
H  0.845  -9.963  -2.613
H  0.269  -9.455  -4.231
H  -0.575  -10.782  -3.354
C  -1.677  -9.609  -1.024
H  -2.034  -10.587  -1.369
H  -2.467  -9.097  -0.464
H  -0.810  -9.748  -0.365
C  -3.536  -5.227  -4.294
H  -3.335  -4.160  -4.131
H  -4.610  -5.383  -4.460
H  -2.972  -5.564  -5.174
C  -4.238  -5.606  -1.607
H  -4.126  -6.184  -0.678
H  -5.248  -5.748  -2.016
H  -4.069  -4.541  -1.388
C  -1.190  4.439  -2.263
C  -1.197  3.042  -2.874
C  -0.433  2.902  -4.182
O  -0.743  2.113  -1.948
H  -0.166  4.776  -2.045
H  -1.784  4.442  -1.344
H  -1.633  5.179  -2.946
H  -2.249  2.863  -3.167
H  0.623  3.162  -4.042
H  -0.506  1.866  -4.525
H  -0.859  3.559  -4.939

Löwdin charges, unit e, in atom order:
1 Mn 0.75
2 C -0.24
3 C -0.29
4 C -0.24
5 C -0.21
6 C -0.27
7 C -0.01
8 H 0.09
9 H 0.06
10 H 0.11
11 C -0.01
12 H 0.07
13 H 0.09
14 H 0.11
15 C -0.01
16 H 0.11
17 H 0.09
18 H 0.08
19 C -0.01
20 H 0.11
21 H 0.09
22 H 0.08
23 C -0.02
24 H 0.11
25 H 0.08
26 H 0.08
27 C -0.13
28 C -0.12
29 C -0.15
30 C -0.15
31 C -0.17
32 C -0.19
33 C -0.17
34 C -0.15
35 H 0.14
36 H 0.12
37 H 0.11
38 H 0.12
39 H 0.09
40 H 0.12
41 H 0.12
42 H 0.12
43 H 0.12
44 H 0.11
45 H 0.12
46 H 0.10
47 P 0.78
48 P 0.77
49 C -0.44
50 C -0.46
51 H 0.07
52 H 0.07
53 H 0.07
54 H 0.08
55 C -0.33
56 H 0.03
57 H 0.03
58 H 0.04
59 C -0.32
60 H 0.04
61 H 0.03
62 H 0.03
63 C -0.32
64 H 0.02
65 H 0.04
66 H 0.04
67 C -0.33
68 H 0.03
69 H 0.04
70 H 0.01
71 C -0.04
72 C -0.51
73 C -0.04
74 O -0.07
75 H 0.08
76 H 0.08
77 H 0.10
78 H 0.16
79 H 0.08
80 H 0.09
81 H 0.09

---

[3]
Below is a 3-piece molecular cluster, C27H50NO13P2 overall, with properties calculated with the ωB97M-V functional and the def2-TZVPD basis.

Summary:
Kohn-Sham gap, eV: 4.715
HOMO level, eV: -4.319
Total charge: -1

Element x y z (Å)
C  3.326  -3.803  1.541
C  3.271  -2.496  0.654
O  2.694  -2.444  -0.404
O  3.927  -1.396  1.160
C  3.152  -0.785  2.268
C  2.889  0.715  1.828
N  1.700  0.890  0.971
C  0.432  0.712  1.699
C  -0.845  1.041  0.790
C  -0.489  1.145  -0.752
O  -1.973  0.197  1.067
C  -1.752  -1.164  0.709
C  -1.716  -2.055  2.014
C  -2.849  -2.093  2.937
C  -2.695  -2.916  4.138
C  -1.507  -3.681  4.445
C  -0.395  -3.675  3.504
C  -0.529  -2.857  2.311
C  2.960  1.699  3.059
O  3.025  2.927  2.886
O  2.953  1.162  4.246
H  2.303  -3.907  1.988
H  3.640  -4.684  0.937
H  4.018  -3.597  2.403
H  2.216  -1.353  2.495
H  3.830  -0.837  3.160
H  3.775  0.976  1.179
H  1.748  0.105  0.306
H  0.383  -0.333  2.125
H  0.332  1.389  2.594
H  -1.160  2.082  1.082
H  0.162  2.052  -0.866
H  0.125  0.261  -1.086
H  -1.426  1.227  -1.360
H  -2.619  -1.546  0.104
H  -0.781  -1.362  0.191
H  -3.787  -1.522  2.736
H  -3.553  -2.943  4.855
H  -1.387  -4.282  5.374
H  0.563  -4.225  3.655
H  0.304  -2.807  1.573
O  3.612  -2.309  -5.357
P  2.737  -3.539  -5.486
O  3.184  -4.293  -4.092
C  2.739  -3.745  -2.847
C  1.267  -4.031  -2.618
O  3.725  -4.313  -6.570
C  4.392  -3.565  -7.584
C  5.864  -3.435  -7.241
O  1.560  -4.709  -5.768
C  1.817  -6.038  -6.215
C  2.519  -6.915  -5.201
H  2.938  -2.674  -2.813
H  3.330  -4.215  -2.061
H  0.649  -3.518  -3.363
H  0.960  -3.695  -1.627
H  1.058  -5.099  -2.709
H  3.931  -2.585  -7.722
H  4.281  -4.111  -8.525
H  6.007  -3.045  -6.232
H  6.373  -2.775  -7.947
H  6.348  -4.414  -7.269
H  2.336  -6.038  -7.174
H  0.832  -6.471  -6.414
H  3.563  -6.625  -5.077
H  2.504  -7.957  -5.532
H  2.036  -6.853  -4.226
O  -3.727  4.063  3.064
P  -4.409  5.414  3.007
O  -4.320  5.647  1.374
C  -5.152  4.857  0.532
C  -6.598  5.314  0.592
O  -3.087  6.276  3.499
C  -2.218  5.743  4.504
C  -0.928  5.264  3.868
O  -5.343  6.805  3.173
C  -4.847  8.139  3.084
C  -4.390  8.547  1.700
H  -5.066  3.800  0.802
H  -4.773  4.969  -0.486
H  -7.017  5.155  1.590
H  -7.207  4.765  -0.129
H  -6.677  6.382  0.379
H  -2.705  4.941  5.063
H  -2.003  6.547  5.213
H  -1.118  4.582  3.038
H  -0.297  4.756  4.599
H  -0.373  6.109  3.455
H  -4.075  8.323  3.831
H  -5.688  8.780  3.366
H  -3.458  8.053  1.425
H  -4.213  9.626  1.666
H  -5.138  8.294  0.948

Löwdin charges, unit e, in atom order:
1 C 0.03
2 C -0.49
3 O 0.08
4 O -0.06
5 C -0.09
6 C -0.23
7 N -0.02
8 C -0.14
9 C -0.33
10 C -0.06
11 O -0.13
12 C -0.17
13 C -0.16
14 C -0.02
15 C -0.09
16 C -0.10
17 C -0.08
18 C -0.06
19 C -0.68
20 O -0.06
21 O -0.13
22 H 0.06
23 H 0.08
24 H 0.09
25 H 0.11
26 H 0.13
27 H 0.15
28 H 0.09
29 H 0.10
30 H 0.14
31 H 0.14
32 H 0.09
33 H 0.07
34 H 0.08
35 H 0.13
36 H 0.11
37 H 0.11
38 H 0.09
39 H 0.09
40 H 0.09
41 H 0.08
42 O -0.21
43 P 0.69
44 O -0.23
45 C -0.29
46 C -0.08
47 O -0.26
48 C -0.30
49 C -0.08
50 O -0.25
51 C -0.29
52 C -0.08
53 H 0.10
54 H 0.11
55 H 0.07
56 H 0.06
57 H 0.07
58 H 0.10
59 H 0.11
60 H 0.08
61 H 0.07
62 H 0.07
63 H 0.11
64 H 0.12
65 H 0.07
66 H 0.08
67 H 0.07
68 O -0.20
69 P 0.69
70 O -0.23
71 C -0.29
72 C -0.09
73 O -0.26
74 C -0.29
75 C -0.06
76 O -0.25
77 C -0.29
78 C -0.08
79 H 0.11
80 H 0.12
81 H 0.07
82 H 0.08
83 H 0.07
84 H 0.10
85 H 0.11
86 H 0.07
87 H 0.09
88 H 0.08
89 H 0.11
90 H 0.12
91 H 0.07
92 H 0.08
93 H 0.07